[1]
{"formula": "C4H5N3", "method": "ωB97M-V/def2-TZVPD", "mol_weight_g_mol": 95.11, "multiplicity": 1, "e_lumo_ev": 0.7, "smiles": "C1=NN=C[C@H]2N[C@H]12", "energy_ha": -319.47955, "species": ["C", "H", "H", "C", "H", "C", "N", "N", "H", "N", "H", "C"], "positions_angstrom": [[-0.98232, -0.54279, -0.98255], [-0.90071, 0.24330, 1.60257], [0.71983, 0.59908, -0.98722], [-0.36742, 0.74854, -0.53889], [-1.20148, 2.16148, 0.68931], [1.10026, -0.27527, 0.81035], [-0.23103, -1.46274, -0.62636], [-0.31777, 1.95532, 0.31743], [2.08188, -0.15851, 1.24004], [1.01490, -1.27866, 0.02992], [-1.85526, -0.74055, -1.57093], [-0.10169, 0.63583, 0.87431]]}



[2]
{"formula": "C4H8N2O", "method": "ωB97M-V/def2-TZVPD", "mol_weight_g_mol": 100.12, "multiplicity": 1, "e_lumo_ev": 1.0, "smiles": "C[C@@]1(C(N)=O)CN1", "energy_ha": -341.96113, "species": ["C", "H", "C", "H", "H", "N", "C", "H", "H", "C", "H", "O", "H", "N", "H"], "positions_angstrom": [[-1.14934, -1.14645, 0.48319], [-1.75136, 0.83994, -1.34388], [-0.22675, -0.07493, -0.04180], [-2.19860, -0.85206, 0.37192], [-1.28358, 1.41672, 0.88952], [-0.42515, 1.31826, 0.35382], [1.21956, -0.52024, -0.14921], [-0.97351, -2.07602, -0.06309], [-0.03427, 1.33113, -1.76883], [-0.71325, 0.92075, -1.02533], [1.77047, 1.23504, 0.74230], [1.51409, -1.59595, -0.64358], [-0.95066, -1.33103, 1.54572], [2.10921, 0.37105, 0.34501], [3.09312, 0.16378, 0.30424]]}



[3]
{"formula": "C26H42Cl3N7O6P2SYb", "method": "ωB97M-V/def2-TZVPD", "mol_weight_g_mol": 922.08, "multiplicity": 2, "s2": 0.751, "e_lumo_ev": [-8.0, -9.7], "total_charge": 3, "energy_ha": -5470.20668, "species": ["Yb", "O", "H", "H", "Cl", "O", "H", "H", "H", "N", "O", "H", "C", "C", "H", "H", "H", "Cl", "O", "H", "C", "C", "H", "C", "H", "H", "H", "C", "N", "H", "H", "H", "H", "H", "H", "N", "C", "H", "C", "C", "P", "H", "H", "H", "H", "C", "H", "C", "C", "H", "C", "H", "C", "H", "O", "H", "H", "H", "C", "C", "S", "C", "C", "N", "H", "C", "H", "C", "Cl", "C", "H", "N", "O", "H", "C", "H", "H", "C", "H", "H", "N", "C", "C", "N", "H", "H", "C", "P"], "positions_angstrom": [[-0.93453, -1.46199, -0.84139], [1.37495, -2.03563, -1.07204], [1.93839, 0.26685, 3.90281], [-4.45392, 7.08219, 1.14954], [-4.32850, 6.65432, -1.50780], [-0.74050, -2.35819, 1.09103], [3.76495, 3.23355, -4.43782], [-3.33164, 4.51048, -2.75397], [5.55240, -1.65057, 0.73630], [0.42827, -0.83732, 2.98876], [-2.88131, -2.54022, -1.00708], [5.03676, -2.03786, -1.68088], [2.24620, 4.19377, -3.31924], [-2.87063, 6.01580, 2.15999], [2.25429, -4.65390, -2.47739], [2.95509, -4.98044, 1.54330], [-1.05599, 5.00939, 2.75497], [-3.45327, 6.26891, 3.74622], [1.84938, -2.54405, 1.53233], [-3.89341, -4.27078, -3.20015], [-3.58041, 6.42906, 1.05700], [4.74807, -2.36435, 0.94500], [-0.81281, -0.88927, 4.82450], [-0.64300, -0.30791, 3.90074], [1.55425, -3.01404, 4.47229], [-4.34913, -3.99078, -0.67974], [-0.54500, -5.43465, 2.79810], [-2.36327, -3.37659, -1.83965], [3.74791, -2.15724, -0.07385], [4.86719, -0.55815, -0.88196], [1.34098, 3.88312, -3.87161], [-0.40178, 4.28956, 0.49859], [-1.84721, -4.61988, 3.76221], [-4.64314, 2.56408, -1.84230], [0.86407, 6.08114, -0.87269], [-4.26001, -4.87412, -1.14846], [-2.36971, 4.09131, -2.67745], [3.81474, -5.72447, 0.12044], [3.40216, 5.25136, -1.54440], [-3.31492, -4.55495, -2.31477], [0.30201, -2.28436, 2.17001], [2.25932, -6.35894, 0.55794], [3.44179, -1.22946, -1.92148], [-0.39143, 1.94420, -1.96109], [-4.12381, 0.12291, -1.02518], [1.72850, -5.00383, -1.57964], [0.09468, -3.59885, 5.39322], [2.83879, -5.40726, 0.53809], [-1.49571, 1.81995, -1.84974], [5.15467, -3.37061, 0.93846], [1.58065, 0.00025, 2.94187], [-5.19927, -5.03573, -1.54654], [0.69396, -3.71410, 4.44829], [1.15888, -4.68280, 4.48734], [-0.16527, 4.57871, -1.96007], [-1.62239, -0.19700, 3.34604], [-1.55633, -4.23314, 2.04592], [1.38206, 0.99929, 2.48898], [0.83634, 5.61032, -1.89817], [-2.03562, 5.37100, -0.50791], [4.63066, 4.30951, -2.41210], [-1.70350, 5.22944, 1.94016], [-1.53224, 5.12342, -1.92541], [-2.44474, 2.80170, -2.04491], [4.35652, -2.13994, 1.96512], [-1.31159, 4.90750, 0.64967], [-2.71426, -5.37898, -2.65997], [-3.40782, 0.86597, -1.40890], [3.71624, 6.34539, -0.26884], [2.15875, 5.06246, -2.17338], [2.37451, -0.47879, 2.43402], [2.10212, -4.41484, -0.27592], [-1.17024, -3.34153, -2.24622], [-0.33546, 0.70755, 4.16482], [-3.66422, 2.14344, -1.72003], [0.67330, 6.40917, -2.65920], [0.69140, -4.84760, -1.80074], [-1.02940, -4.48647, 2.93982], [-3.93790, -5.59743, -0.49046], [1.82020, -6.13816, -1.49483], [-0.09078, -3.44692, 3.20967], [-3.22010, 6.09176, -0.23736], [4.26161, -1.42067, -1.23062], [-2.02557, 0.65615, -1.42456], [-1.96410, 4.12228, -3.69467], [-1.50139, 6.01204, -2.58060], [3.50899, 3.76321, -3.55320], [2.21122, -2.77780, -0.04721]]}



[4]
{"formula": "C7H17NO", "method": "ωB97M-V/def2-TZVPD", "mol_weight_g_mol": 131.22, "multiplicity": 1, "e_lumo_ev": 0.9, "smiles": "[H]/N=C/CC.C=C(C)C.O", "energy_ha": -406.87460, "species": ["C", "H", "H", "H", "H", "H", "H", "H", "C", "C", "H", "N", "H", "H", "H", "O", "H", "H", "H", "C", "H", "C", "C", "H", "C", "H"], "positions_angstrom": [[1.68435, -0.84519, 0.68375], [-3.52996, -0.40067, -1.91840], [1.77635, -1.51588, -1.30861], [-4.01424, -0.16042, -0.23782], [-0.88570, -0.54900, -2.45994], [0.42123, 1.36043, -2.27300], [-0.19171, 2.96177, 1.14190], [1.76219, -1.06559, 2.81506], [1.29756, -1.58276, -0.34448], [2.78616, 0.16184, 0.58432], [-1.81921, -1.31303, -0.32789], [-0.20119, 1.16471, -1.49377], [2.37700, 1.15126, 0.77233], [3.25493, 0.14374, -0.39762], [0.29435, -1.72180, 2.06939], [0.29330, 2.14199, 1.08656], [3.54607, -0.03140, 1.34024], [-3.36042, 1.19006, -1.17004], [0.14075, 1.80519, 0.18539], [1.02318, -0.91861, 2.02341], [0.50753, -2.30975, -0.26031], [-1.87383, -0.24187, -0.52445], [-3.28528, 0.11964, -0.99412], [-1.63269, 0.30191, 0.38858], [-0.89656, 0.11850, -1.58938], [0.52586, 0.03494, 2.20889]]}